{
  "formula": "ClH4PSi",
  "method": "ωB97M-V with the def2-TZVPD basis set",
  "elements": ["Si", "P", "Cl", "H", "H", "H", "H"],
  "coordinates": [[-0.7470, 0.5925, 0.0927], [1.0133, -0.7561, -0.2771], [-2.5371, -0.4067, -0.1667], [-0.5216, 1.1769, 1.4805], [-0.6163, 1.6197, -1.0012], [0.3918, -1.7622, 0.4101], [0.4076, -1.2085, -1.4267]],
  "forces_ev_per_a": [[0.9, 0.4, -0.1], [0.4, 0.9, 0.2], [0.1, 0.2, 0.2], [-0.5, -0.2, -0.7], [-0.3, -0.2, 0.6], [-0.3, -0.9, 0.8], [-0.2, -0.2, -1.0]],
  "lumo_energy_ev": 0.88,
  "e_homo_ev": -9.88,
  "multiplicity": 1,
  "e_above_lowest_kcal_mol": 0.0
}

{
  "formula": "C5H10O",
  "method": "ωB97M-V with the def2-TZVPD basis set",
  "elements": ["C", "C", "O", "C", "C", "C", "H", "H", "H", "H", "H", "H", "H", "H", "H", "H"],
  "coordinates": [[-2.2286, 0.0802, 0.0703], [-1.2159, -0.4856, -0.9003], [-0.2591, 0.5043, -1.2262], [0.5070, -0.1113, -0.1936], [1.7532, -0.7568, -0.7623], [0.7141, 0.7968, 0.9998], [-2.9969, 0.4459, -0.6225], [-1.9380, 0.9278, 0.7041], [-2.6825, -0.7167, 0.6690], [-0.1503, -1.0347, 0.0839], [1.4665, -1.4854, -1.5260], [2.3922, 0.0045, -1.2214], [2.3101, -1.2637, 0.0335], [1.2308, 0.2548, 1.7980], [-0.2276, 1.1842, 1.3936], [1.3250, 1.6556, 0.7000]],
  "forces_ev_per_a": [[-0.1, 0.0, -0.1], [-0.2, 0.2, 0.0], [-0.2, -0.1, 0.1], [0.3, 0.0, 0.2], [0.0, -0.1, 0.0], [0.0, 0.0, 0.1], [-0.1, 0.0, 0.1], [0.0, -0.2, -0.2], [0.0, 0.1, -0.2], [0.2, 0.1, 0.2], [0.1, 0.1, 0.1], [-0.1, -0.1, 0.1], [0.0, 0.1, -0.2], [0.0, 0.1, -0.1], [0.2, -0.1, -0.1], [-0.1, -0.2, 0.0]],
  "lumo_energy_ev": 0.96,
  "e_homo_ev": -8.03,
  "multiplicity": 1,
  "e_above_lowest_kcal_mol": 97.1
}

{
  "formula": "C5H7NO",
  "method": "ωB97M-V with the def2-TZVPD basis set",
  "elements": ["C", "C", "C", "C", "O", "C", "N", "H", "H", "H", "H", "H", "H", "H"],
  "coordinates": [[1.2567, -1.4175, -0.0153], [0.5744, -0.1252, 0.4603], [0.1391, 0.7304, -0.7067], [-0.9877, 1.4023, -0.9543], [-2.1045, 1.5068, -0.2134], [-0.5344, -0.4587, 1.3615], [-1.4304, -0.7003, 2.0543], [1.6283, -1.9939, 0.8367], [2.1040, -1.1625, -0.6581], [0.5577, -2.0296, -0.5924], [1.2933, 0.4411, 1.0687], [0.8903, 0.8344, -1.4773], [-2.0490, 0.9542, 0.5832], [-1.0711, 1.9750, -1.8774]],
  "forces_ev_per_a": [[0.1, -0.1, 0.0], [0.0, 0.1, 0.0], [0.0, 0.2, -0.2], [0.2, -0.1, 0.0], [-0.2, -0.1, 0.2], [-0.9, -0.2, 0.7], [0.9, 0.2, -0.7], [-0.1, 0.0, -0.1], [-0.1, 0.0, 0.1], [0.1, 0.1, 0.1], [-0.1, -0.1, -0.1], [0.1, -0.1, 0.0], [-0.1, 0.1, -0.1], [0.0, -0.1, 0.2]],
  "lumo_energy_ev": 0.79,
  "e_homo_ev": -9.22,
  "multiplicity": 1,
  "e_above_lowest_kcal_mol": 25.0
}

{
  "formula": "C2H7NO2S2",
  "method": "ωB97M-V with the def2-TZVPD basis set",
  "elements": ["C", "C", "N", "O", "O", "S", "S", "H", "H", "H", "H", "H", "H", "H"],
  "coordinates": [[-1.4893, -1.7153, 0.0028], [-0.1355, 1.8623, -0.2237], [1.4341, -0.5592, -0.4946], [0.1516, 0.0337, 1.6635], [-1.0664, -0.4539, -0.4721], [2.9282, -0.3788, 0.2752], [0.2489, 0.1409, 0.2370], [-2.1867, -2.1125, -0.7328], [-0.6287, -2.3862, 0.0829], [-1.9662, -1.6255, 0.9791], [-0.2237, 1.9182, -1.2999], [-1.0815, 2.0707, 0.2585], [0.6350, 2.5210, 0.1518], [3.3802, 0.6846, -0.4277]],
  "forces_ev_per_a": [[0.1, -1.1, 0.3], [0.2, -0.9, 0.1], [-1.6, 0.6, 0.0], [-0.1, 0.1, 0.1], [0.8, 1.0, 0.0], [0.6, 0.2, 0.2], [-0.1, 0.0, -0.7], [0.0, 0.1, 0.1], [-0.2, 0.0, 0.0], [0.0, 0.1, -0.1], [0.0, 0.0, -0.2], [-0.1, 0.1, 0.1], [0.3, 0.0, 0.1], [0.0, -0.1, 0.1]],
  "lumo_energy_ev": 0.70,
  "e_homo_ev": -8.58,
  "multiplicity": 1,
  "e_above_lowest_kcal_mol": 72.1
}

{
  "formula": "C3H6N2O",
  "method": "ωB97M-V with the def2-TZVPD basis set",
  "elements": ["N", "C", "C", "O", "C", "N", "H", "H", "H", "H", "H", "H"],
  "coordinates": [[0.0818, -0.5002, 1.2935], [0.4834, 0.5375, 0.6943], [0.3313, 0.7537, -0.7909], [1.6441, 0.9042, -1.3040], [-2.7778, -1.1393, -0.4454], [-1.8155, -1.5699, 0.0530], [0.2814, -0.5511, 2.2805], [-0.9589, -1.3849, 0.6078], [1.0612, 1.3082, 1.2149], [-0.2337, -0.0482, -1.2889], [-0.1938, 1.6986, -0.9872], [2.0553, 0.0294, -1.3411]],
  "forces_ev_per_a": [[0.4, 0.1, 0.0], [0.1, 0.1, 0.2], [-0.2, 0.0, 0.0], [0.2, -0.2, -0.2], [-0.1, -0.3, -0.1], [-1.4, -0.1, -0.7], [0.3, 0.2, 0.3], [0.6, -0.1, 0.3], [-0.1, 0.0, -0.1], [0.2, 0.2, 0.3], [0.1, -0.2, 0.1], [-0.1, 0.2, 0.0]],
  "lumo_energy_ev": 0.54,
  "e_homo_ev": -10.52,
  "multiplicity": 1,
  "e_above_lowest_kcal_mol": 67.9
}

{
  "formula": "C4H8O2",
  "method": "ωB97M-V with the def2-TZVPD basis set",
  "elements": ["C", "O", "C", "C", "C", "O", "H", "H", "H", "H", "H", "H", "H", "H"],
  "coordinates": [[1.1468, -0.3947, -1.1942], [0.1183, -1.1786, -1.2068], [-0.7538, -1.4228, -0.2614], [-0.7046, -0.6783, 1.0258], [-1.2799, 0.6764, 0.6709], [-0.6124, 1.6329, 0.3398], [1.3768, 0.2037, -0.3261], [2.3214, 2.3881, -0.1486], [1.7448, -0.4186, -2.0929], [-1.5521, -2.0770, -0.5759], [0.3197, -0.5704, 1.4132], [-1.3243, -1.1886, 1.7694], [-2.3887, 0.7081, 0.6153], [1.5878, 2.3196, -0.0284]],
  "forces_ev_per_a": [[0.5, 0.4, 0.1], [-0.3, -0.4, -0.4], [-0.2, -0.1, 0.3], [0.1, 0.0, 0.1], [0.1, 0.3, -0.1], [-0.3, -0.4, 0.2], [-0.1, 0.0, -0.1], [-0.1, 0.0, 0.0], [-0.1, 0.0, 0.1], [0.1, 0.0, 0.1], [-0.1, 0.0, -0.1], [0.0, 0.1, -0.1], [0.1, 0.0, 0.0], [0.2, 0.1, 0.0]],
  "lumo_energy_ev": [0.69, 0.39],
  "e_homo_ev": [-7.45, -7.51],
  "multiplicity": 1,
  "e_above_lowest_kcal_mol": 123.3
}